ORCA calculation (the ωB97M-V functional and the def2-TZVPD basis) on C19H40IrP2 as an isolated structure in a non-equilibrium geometry.

```
! wB97M-V def2-TZVPD RIJCOSX def2/J DEFGRID3
* xyz 2 6
P -0.202 -2.193 -2.336
P 0.259 1.898 -2.204
C -0.439 -0.767 -3.502
C 0.425 0.540 -3.478
H -1.518 -0.521 -3.521
H -0.231 -1.206 -4.492
H 1.501 0.304 -3.559
H 0.163 1.098 -4.397
C -1.240 2.734 -2.764
H -1.555 3.514 -2.060
H -2.066 2.023 -2.910
H -0.980 3.208 -3.725
C 1.621 2.988 -2.710
H 1.324 3.464 -3.657
H 2.542 2.397 -2.838
H 1.796 3.766 -1.952
C -1.485 -3.373 -2.824
H -1.528 -4.168 -2.065
H -1.253 -3.816 -3.800
H -2.458 -2.864 -2.871
C 1.416 -2.937 -2.673
H 2.210 -2.184 -2.800
H 1.355 -3.534 -3.595
H 1.690 -3.607 -1.843
Ir 0.085 -0.342 1.889
C 0.427 1.821 -0.429
C -0.766 1.099 0.293
C -1.561 0.178 -0.593
C -1.713 -1.269 -0.123
C -0.456 -2.077 -0.565
C 0.793 -1.435 0.159
C 1.598 -0.408 -0.596
C 1.668 1.008 0.017
C 0.533 -1.892 3.057
H 0.473 2.883 -0.109
H -1.381 1.826 0.851
H -1.012 0.111 -1.543
H -2.534 0.633 -0.849
H -1.770 -1.286 0.987
H -2.633 -1.695 -0.537
H -0.557 -3.112 -0.194
H 1.465 -2.239 0.505
H 1.146 -0.346 -1.592
H 2.618 -0.794 -0.769
H 1.682 0.930 1.152
H 2.596 1.489 -0.305
H 1.382 -1.601 3.700
H 0.817 -2.772 2.459
H -0.323 -2.144 3.705
C 1.146 1.123 4.837
C -0.300 0.653 4.740
C -1.216 1.443 5.665
C -0.802 0.804 3.287
H 1.207 2.201 4.641
H 1.795 0.603 4.124
H 1.536 0.932 5.843
H -0.355 -0.413 4.995
H -1.171 2.509 5.415
H -2.248 1.099 5.553
H -0.915 1.307 6.705
H -1.876 0.551 3.232
H -0.724 1.854 2.969
*
```

**ΔE to the lowest compared entry with this formula, charge and spin**: 0.579 eV
**Expectation value of S²**: 8.764
**LUMO energy (spin up / spin down)**: -4.9 / -9.0 eV
**HOMO level (spin up / spin down)**: -8.99 / -15.92 eV

ORCA calculation (the ωB97M-V functional and the def2-TZVPD basis) on C32H31FKO3P2 as an isolated structure in a non-equilibrium geometry.

```
! wB97M-V def2-TZVPD RIJCOSX def2/J DEFGRID3
* xyz -1 1
K -0.134 -0.582 0.310
C -4.523 0.704 4.106
C -3.623 0.817 5.161
C -2.256 0.783 4.919
C -1.763 0.631 3.622
C -2.675 0.534 2.573
C -4.044 0.564 2.812
P 0.050 0.573 3.247
C 0.656 -0.222 4.843
C 1.879 0.119 5.429
C 2.449 -0.659 6.435
C 1.809 -1.805 6.882
C 0.597 -2.169 6.305
C 0.040 -1.395 5.300
C 0.451 2.358 3.549
C 0.718 3.100 4.667
C 0.948 4.495 4.527
C 0.925 5.116 3.306
C 0.639 4.378 2.128
C 0.596 4.901 0.807
C 0.282 4.071 -0.240
C -0.039 2.701 -0.030
C -0.023 2.138 1.224
C 0.364 3.003 2.276
H -5.590 0.724 4.295
H -3.987 0.939 6.175
H -1.565 0.872 5.749
H -2.321 0.464 1.551
H -4.734 0.481 1.980
H 2.403 1.005 5.089
H 3.397 -0.363 6.870
H 2.248 -2.411 7.665
H 0.088 -3.065 6.640
H -0.901 -1.700 4.853
H 0.761 2.653 5.653
H 1.153 5.081 5.416
H 1.115 6.184 3.239
H 0.817 5.948 0.632
H 0.280 4.474 -1.249
H -0.295 2.096 -0.902
C 5.116 -1.442 -0.410
O 4.583 -0.177 -0.814
P 3.000 0.170 -0.642
O 2.280 -1.136 -1.343
C 2.265 -1.142 -2.775
O 2.686 -0.396 0.854
C 3.158 0.453 1.924
H 6.199 -1.348 -0.407
H 4.821 -2.225 -1.110
H 4.771 -1.717 0.586
H 1.984 -2.145 -3.085
H 3.249 -0.903 -3.182
H 1.534 -0.430 -3.162
H 3.103 -0.129 2.839
H 2.532 1.341 2.010
H 4.194 0.753 1.745
F -1.686 -5.749 -0.273
C -2.028 -4.426 -0.435
C -1.758 -3.789 -1.630
C -2.103 -2.456 -1.798
C -2.733 -1.676 -0.766
C -2.997 -0.308 -0.912
C -3.002 -2.412 0.439
C -2.654 -3.748 0.592
H -1.294 -4.350 -2.434
H -1.907 -1.976 -2.751
H -3.632 0.206 -0.199
H -2.924 0.146 -1.896
H -3.501 -1.905 1.257
H -2.877 -4.277 1.512
*
```

**ΔE to the lowest compared entry with this formula, charge and spin**: 0.259 eV
**LUMO energy**: 2.2 eV
**HOMO level**: -2.58 eV

ORCA calculation (the ωB97M-V functional and the def2-TZVPD basis) on C29H27AsCl5MnNO6P as an isolated structure.

```
! wB97M-V def2-TZVPD RIJCOSX def2/J DEFGRID3
* xyz 1 2
Mn 1.243 -0.126 -0.269
Cl 3.620 6.538 -1.110
C 3.300 4.911 -0.658
C 2.299 4.192 -1.299
Cl 1.352 4.902 -2.546
C 2.065 2.880 -0.917
Cl 0.787 1.946 -1.662
C 2.784 2.229 0.089
O 2.528 1.001 0.458
C 3.791 2.979 0.726
Cl 4.702 2.205 1.962
C 4.043 4.293 0.356
Cl 5.289 5.172 1.146
N 0.051 -4.188 2.007
C 0.479 -2.900 2.655
C 0.814 -1.944 1.523
O 1.031 -0.755 1.806
O 0.835 -2.414 0.355
H -0.945 -4.349 2.174
H 0.586 -4.996 2.318
H 0.204 -4.018 0.983
H 1.336 -3.072 3.301
H -0.351 -2.503 3.233
C -4.775 1.003 -3.038
C -4.546 1.847 -1.963
C -3.540 1.562 -1.048
C -2.757 0.428 -1.224
C -2.975 -0.412 -2.313
C -3.990 -0.129 -3.215
As -1.337 -0.041 -0.011
C -1.465 1.188 1.468
C -1.035 2.503 1.516
C -1.153 3.206 2.708
C -1.688 2.592 3.833
C -2.111 1.273 3.784
C -1.999 0.558 2.598
C -2.396 -0.855 2.409
C -2.969 -1.680 3.375
C -3.315 -2.986 3.052
C -3.095 -3.484 1.768
C -2.500 -2.673 0.804
C -2.155 -1.372 1.131
H -5.563 1.228 -3.744
H -5.156 2.731 -1.830
H -3.377 2.223 -0.207
H -2.356 -1.289 -2.472
H -4.162 -0.784 -4.059
H -0.606 2.984 0.646
H -0.819 4.234 2.761
H -1.775 3.147 4.757
H -2.524 0.811 4.672
H -3.172 -1.307 4.370
H -3.789 -3.611 3.797
H -3.425 -4.485 1.512
H -2.338 -3.056 -0.198
C 4.247 0.299 -3.813
O 3.202 0.387 -2.824
P 2.550 -0.848 -2.073
O 3.784 -1.790 -1.743
C 4.024 -2.358 -0.452
O 1.832 -1.745 -3.191
C 0.623 -1.249 -3.786
H 3.811 0.048 -4.778
H 4.982 -0.448 -3.524
H 4.710 1.280 -3.860
H 5.071 -2.647 -0.433
H 3.393 -3.235 -0.309
H 3.833 -1.622 0.331
H 0.115 -2.104 -4.224
H 0.861 -0.520 -4.560
H -0.019 -0.788 -3.032
*
```

**ΔE to the lowest compared entry with this formula, charge and spin**: 0.112 eV
**Expectation value of S²**: 0.822
**LUMO energy (spin up / spin down)**: -2.7 / -2.7 eV
**HOMO level (spin up / spin down)**: -10.03 / -10.13 eV

ORCA calculation (the ωB97M-V functional and the def2-TZVPD basis) on one molecule with the formula C9H16Cl2OSi in a non-equilibrium geometry.

```
! wB97M-V def2-TZVPD RIJCOSX def2/J DEFGRID3
* xyz 0 1
C -1.868 -1.463 1.217
C -0.989 -1.794 2.462
C 0.371 -2.298 2.029
C 1.340 -1.236 1.575
O 1.643 -0.286 2.627
C 0.923 -0.510 0.417
C 0.699 0.357 -0.423
Si 0.176 1.427 -1.665
C 1.335 2.934 -1.252
C -1.655 1.928 -1.781
C 0.682 0.600 -3.251
Cl -0.310 -0.893 -3.307
Cl 2.437 0.213 -3.352
H -1.904 -2.407 0.575
H -1.380 -0.611 0.698
H -2.881 -1.101 1.474
H -1.538 -2.635 3.005
H -1.012 -0.921 3.170
H 0.961 -2.766 2.932
H 0.358 -3.122 1.354
H 2.264 -1.792 1.315
H 1.350 -0.602 3.497
H 0.662 3.725 -1.006
H 2.003 3.140 -2.105
H 2.038 2.829 -0.467
H -2.312 1.767 -0.893
H -2.098 1.374 -2.544
H -1.814 2.940 -2.146
H 0.519 1.204 -4.155
*
```

**ΔE to the lowest compared entry with this formula, charge and spin**: 0.866 eV
**SMILES**: CCC[C@H](O)C#C[Si](C)(C)C(Cl)Cl
**LUMO energy**: 0.7 eV
**HOMO level**: -9.41 eV

ORCA calculation (the ωB97M-V functional and the def2-TZVPD basis) on a 2-piece molecular cluster, C4H11S2 overall in a non-equilibrium geometry.

```
! wB97M-V def2-TZVPD RIJCOSX def2/J DEFGRID3
* xyz -1 1
C 1.545 -1.481 -0.110
S 2.606 -0.080 0.031
C 1.436 1.148 0.697
H 1.190 -1.774 0.913
H 0.751 -1.257 -0.777
H 2.055 -2.372 -0.531
H 1.933 2.151 0.684
H 1.139 0.892 1.715
H 0.548 1.038 0.072
C -3.267 -0.242 0.827
C -1.772 0.122 0.695
S -1.463 0.402 -1.253
H -3.872 0.317 0.132
H -3.353 -1.308 0.542
H -3.657 -0.117 1.877
H -1.537 0.794 1.529
H -1.129 -0.802 0.752
*
```

**ΔE to the lowest compared entry with this formula, charge and spin**: 0.923 eV
**LUMO energy**: 3.3 eV
**HOMO level**: -2.68 eV

ORCA calculation (the ωB97M-V functional and the def2-TZVPD basis) on a 6-piece molecular cluster, C48H92BFN3O18 overall in a non-equilibrium geometry.

```
! wB97M-V def2-TZVPD RIJCOSX def2/J DEFGRID3
* xyz 1 1
C 3.260 -0.815 2.174
C 1.998 -0.470 2.029
C 0.423 -0.137 2.316
C -0.574 -1.118 1.464
C -0.898 -2.404 2.376
F -1.730 -2.113 3.558
C 0.370 -3.206 2.948
C 1.308 -3.923 1.858
N 0.210 -1.428 0.208
C -0.508 -2.396 -0.661
C -2.067 -2.026 -0.992
C -2.043 -1.312 -2.437
C -1.346 0.162 -2.433
C -0.789 1.355 -2.289
C -2.793 -3.502 -1.054
C -2.315 -4.446 -2.265
C -1.083 -5.465 -1.887
C -1.044 -6.556 -3.116
C 0.140 -6.289 -4.179
C 1.631 -6.360 -3.558
C 2.673 -5.290 -4.169
C 2.120 -3.772 -4.242
O 3.102 -2.782 -3.839
C 2.423 -1.496 -3.694
N -2.768 -1.256 0.109
B -4.109 -0.631 -0.346
N -4.242 0.647 -1.108
O -5.352 -1.332 -0.014
C -1.908 -0.320 0.913
O -2.517 0.268 2.074
C -2.899 1.655 1.971
C -1.743 2.772 1.931
C -2.460 4.122 1.314
C -1.135 3.226 3.356
C 0.378 3.791 3.042
C -0.973 2.063 4.454
H 4.323 -1.144 2.499
H 0.320 0.964 2.009
H 0.147 -0.328 3.431
H -1.530 -3.177 1.767
H 1.051 -2.523 3.602
H -0.019 -4.022 3.687
H 0.620 -4.641 1.241
H 1.836 -3.222 1.119
H 2.083 -4.628 2.369
H 0.377 -0.541 -0.323
H -0.489 -3.421 -0.143
H 0.138 -2.523 -1.625
H -1.313 -1.941 -3.097
H -3.042 -1.332 -3.016
H -0.016 2.173 -2.010
H -2.539 -4.070 -0.065
H -3.938 -3.453 -1.102
H -2.107 -3.928 -3.267
H -3.211 -5.168 -2.476
H -1.277 -6.049 -0.917
H -0.064 -4.904 -1.844
H -0.996 -7.637 -2.688
H -2.042 -6.498 -3.714
H -0.089 -5.304 -4.754
H 0.051 -7.130 -4.985
H 1.566 -6.245 -2.404
H 2.029 -7.433 -3.762
H 2.947 -5.629 -5.250
H 3.596 -5.281 -3.481
H 1.826 -3.572 -5.354
H 1.154 -3.638 -3.601
H 1.811 -1.519 -2.710
H 3.196 -0.638 -3.617
H 1.731 -1.276 -4.598
H -3.088 -1.997 0.788
H -4.257 0.382 -2.121
H -3.429 1.272 -0.964
H -5.980 -1.268 -0.788
H -1.466 0.564 0.291
H -3.621 1.907 1.085
H -3.542 1.890 2.920
H -0.933 2.502 1.131
H -3.396 4.290 1.993
H -2.869 3.925 0.258
H -1.783 5.045 1.397
H -1.718 4.160 3.745
H 0.481 4.185 1.959
H 0.636 4.649 3.764
H 1.187 2.980 3.183
H -1.783 1.250 4.443
H -1.056 2.581 5.499
H 0.105 1.617 4.443
C -3.661 -0.605 6.059
C -3.925 -1.473 7.276
O -3.716 -0.733 8.485
C -4.712 0.104 8.832
O -5.746 0.271 8.227
O -4.346 0.744 9.959
C -5.276 1.737 10.387
H -2.669 -0.151 6.117
H -3.729 -1.195 5.141
H -4.383 0.214 5.994
H -3.215 -2.304 7.289
H -4.929 -1.906 7.254
H -6.285 1.326 10.475
H -5.262 2.581 9.693
H -4.962 2.091 11.370
C -2.983 -7.461 -10.279
C -3.251 -8.321 -9.057
O -3.037 -7.575 -7.850
C -4.026 -6.731 -7.506
O -5.059 -6.560 -8.109
O -3.653 -6.087 -6.381
C -4.574 -5.087 -5.957
H -1.988 -7.013 -10.223
H -3.055 -8.056 -11.192
H -3.700 -6.639 -10.348
H -2.545 -9.155 -9.040
H -4.257 -8.749 -9.075
H -5.585 -5.489 -5.864
H -4.555 -4.246 -6.654
H -4.254 -4.731 -4.975
C 2.081 6.140 10.040
C 2.277 4.876 9.223
O 1.811 5.058 7.880
C 2.636 5.743 7.066
O 3.715 6.199 7.365
O 2.037 5.858 5.864
C 2.766 6.650 4.929
H 1.042 6.474 9.989
H 2.350 5.969 11.085
H 2.697 6.958 9.657
H 1.681 4.069 9.656
H 3.320 4.547 9.231
H 3.795 6.297 4.827
H 2.745 7.698 5.235
H 2.275 6.563 3.958
C 2.831 8.734 -2.065
C 2.547 8.963 -0.591
O 2.634 7.734 0.143
C 3.882 7.312 0.421
O 4.908 7.873 0.119
O 3.788 6.136 1.074
C 5.048 5.526 1.346
H 2.183 7.950 -2.464
H 2.671 9.652 -2.635
H 3.861 8.407 -2.223
H 1.524 9.329 -0.473
H 3.211 9.719 -0.164
H 5.721 6.214 1.864
H 5.497 5.174 0.415
H 4.874 4.665 1.994
C 5.895 0.073 -7.576
C 5.322 1.444 -7.884
O 4.793 2.052 -6.700
C 5.703 2.590 -5.866
O 6.899 2.611 -6.035
O 5.048 3.078 -4.794
C 5.907 3.595 -3.780
H 5.152 -0.549 -7.069
H 6.212 -0.429 -8.494
H 6.757 0.145 -6.909
H 4.489 1.340 -8.585
H 6.062 2.095 -8.359
H 6.604 4.332 -4.186
H 6.446 2.776 -3.299
H 5.285 4.088 -3.031
*
```

**LUMO energy**: -2.6 eV
**HOMO level**: -11.86 eV

ORCA calculation (the ωB97M-V functional and the def2-TZVPD basis) on one molecule with the formula C19H27ClN6O2.

```
! wB97M-V def2-TZVPD RIJCOSX def2/J DEFGRID3
* xyz 0 1
C -1.538 2.130 -2.002
C -1.554 0.648 -2.185
C -1.303 -0.098 -3.357
C -1.422 -1.411 -2.970
N -1.732 -1.404 -1.655
C -1.822 -2.530 -0.742
C -3.143 -2.544 0.004
C -0.631 -2.514 0.243
O -0.789 -2.841 1.405
N 0.550 -2.162 -0.313
C 1.765 -1.704 0.382
C 1.463 -1.183 1.796
N 0.414 -0.189 1.815
C 0.654 1.132 1.791
O 1.762 1.642 1.811
C -0.618 1.959 1.706
N -1.757 1.287 1.860
C -2.912 1.927 1.740
C -4.166 1.118 1.837
N -3.027 3.236 1.500
C -1.900 3.914 1.362
C -0.646 3.322 1.443
Cl 0.732 4.319 1.172
C 2.449 -0.665 -0.515
C 3.980 -0.649 -0.471
C 4.561 -0.413 0.921
C 4.490 0.419 -1.436
N -1.807 -0.157 -1.162
H -0.566 2.469 -1.636
H -1.736 2.639 -2.944
H -2.295 2.432 -1.279
H -1.083 0.277 -4.342
H -1.325 -2.335 -3.516
H -1.726 -3.430 -1.356
H -3.184 -3.405 0.666
H -3.237 -1.642 0.607
H -3.968 -2.587 -0.706
H 0.476 -1.817 -1.257
H 2.435 -2.563 0.503
H 1.168 -2.006 2.441
H 2.364 -0.724 2.194
H -0.551 -0.485 1.826
H -4.377 0.678 0.859
H -4.040 0.306 2.549
H -5.005 1.748 2.120
H -1.978 4.977 1.164
H 2.169 -0.862 -1.556
H 2.066 0.330 -0.276
H 4.330 -1.626 -0.825
H 4.156 0.503 1.358
H 4.351 -1.240 1.600
H 5.646 -0.313 0.861
H 4.178 1.411 -1.100
H 5.579 0.411 -1.490
H 4.099 0.267 -2.444
*
```

**ΔE to the lowest compared entry with this formula, charge and spin**: 0.313 eV
**SMILES**: Cc1ccn([C@H](C)C(=O)N[C@H](CNC(=O)c2nc(C)ncc2Cl)CC(C)C)n1
**LUMO energy**: 0.1 eV
**HOMO level**: -9.27 eV